Computed, not measured: a single C7H14FNO2S molecule, with ωB97M-V/def2-TZVPD.

Geometry (Å):
N -2.590 -0.814 1.281
C -1.231 -1.028 1.697
C -0.603 0.225 2.290
C -0.132 1.285 1.321
S -0.878 1.284 -0.348
C 0.490 1.789 -1.387
C 1.682 0.851 -1.468
C 1.462 -0.250 -2.523
F 0.401 -1.043 -2.134
C -0.276 -1.653 0.653
O 0.930 -1.558 0.788
O -0.909 -2.227 -0.358
H -2.938 -1.753 1.085
H -2.510 -0.314 0.409
H -1.242 -1.792 2.476
H -1.399 0.640 2.941
H 0.179 -0.054 2.967
H 0.965 1.179 1.153
H -0.179 2.297 1.773
H 0.089 1.786 -2.379
H 0.828 2.776 -1.113
H 1.953 0.383 -0.536
H 2.558 1.449 -1.746
H 2.321 -0.935 -2.547
H 1.245 0.175 -3.493
H -0.220 -2.696 -0.801

The calculation puts the frontier orbital gap at 9.37 eV. For the energy, the calculation gives -26623.9274 eV. The strongest force on any atom is 2.25 eV/A. As for the structure (SMILES): N[C@H](CCSCCCF)C(=O)O. Its spin multiplicity is 1. For the energy above the lowest of the compared OMol25 structures with the same formula, charge and spin, the calculation gives 0.0 kJ/mol.